Run 1
Computed, not measured: an isolated molecule of C2H4N4OS, with ωB97M-V with the def2-TZVPD basis set.

Output
SMILES = O/N=c1/cn[nH]n1S
LUMO energy = -0.38 eV
Total charge = 0
Multiplicity = 1
Orbital gap = 0.31823 hartree
E_HOMO = -0.33217 hartree

```
12
Properties=species:S:1:pos:R:3:lowdin_charge:R:1
O 2.306 -0.937 0.239 -0.0472
N 1.104 -1.332 -0.213 -0.0215
C 0.053 -0.684 0.006 -0.5222
C -1.118 -1.432 -0.320 -0.1398
N -2.170 -0.715 -0.248 0.0347
N -1.779 0.508 0.484 -0.0905
N -0.307 0.483 0.808 -0.2138
S 0.571 1.767 -0.356 0.7738
H 2.734 -1.852 0.149 0.1457
H -1.152 -2.528 -0.346 0.1289
H -1.805 1.154 -0.516 0.1322
H 1.091 2.543 0.561 -0.1802
```

Run 2
Computed, not measured: a cluster of 2 separate species, C2H4N4OS in total, with ωB97M-V with the def2-TZVPD basis set.

Output
LUMO energy = -0.75 eV
Total charge = 0
Multiplicity = 1
Orbital gap = 0.28690 hartree
E_HOMO = -0.31441 hartree

```
12
Properties=species:S:1:pos:R:3:lowdin_charge:R:1
C -0.363 0.532 0.080 -0.4679
C 1.792 -0.360 0.162 -0.5587
H -3.781 0.060 0.700 -0.0562
H 0.511 2.504 1.018 0.2816
H 3.506 -0.291 -0.441 0.2260
H 0.158 -1.697 0.466 0.1372
N -1.609 0.847 0.048 -0.3146
N 0.669 1.521 -0.281 0.0195
N 1.922 0.896 -0.011 -0.0298
N 0.524 -0.801 0.088 0.1527
O 2.897 -1.162 -0.042 0.0152
S -2.667 -0.597 -0.110 0.5951
```

The energy of each structure relative to the most stable one, in kJ/mol, is as follows: run 1 55.0; run 2 0.0.

Run 1
Computed, not measured: an isolated molecule of C10H11NO3S, with ωB97M-V with the def2-TZVPD basis set.

Output
LUMO energy (spin up / spin down) = 0.02 / 0.02 eV
Total charge = 0
Multiplicity = 1
Orbital gap (spin up / spin down) = 0.30105 / 0.30108 hartree
E_HOMO (spin up / spin down) = -0.30040 / -0.30042 hartree

```
26
Properties=species:S:1:pos:R:3:lowdin_charge:R:1
C 2.030 1.817 -2.120 -0.0696
C 2.556 1.243 -0.975 -0.0760
C 0.653 2.226 -2.138 -0.0389
C 1.713 0.954 0.139 -0.0483
C -0.199 1.990 -1.038 -0.0324
C 0.346 1.269 0.065 -0.1926
C -1.421 -1.038 -0.520 -0.5683
C -0.712 -2.704 1.637 -0.0385
C 0.148 -2.563 0.396 -0.1788
C -0.584 0.921 1.222 -0.0377
N -1.858 0.959 1.263 -0.3765
O -2.655 1.156 0.165 -0.3543
O -2.522 0.778 2.351 -0.0699
O -0.768 -2.145 -0.661 -0.1047
S -2.663 -0.309 -1.005 1.1271
H 2.627 2.087 -2.882 0.0572
H 3.540 0.837 -0.993 0.0903
H 0.350 2.734 -3.010 0.0837
H 2.167 0.462 1.014 0.1134
H -1.263 2.193 -1.091 0.0896
H -1.676 -3.147 1.235 0.1282
H -0.240 -3.244 2.335 0.0396
H -0.904 -1.744 1.982 0.0383
H 0.425 -3.592 -0.033 0.1470
H 1.044 -1.905 0.444 0.1197
H -0.133 0.765 2.217 0.1523
```

Run 2
Computed, not measured: a cluster of 2 separate species, C10H11NO3S in total, with ωB97M-V with the def2-TZVPD basis set.

Output
SMILES = CS(=O)(=O)Oc1ccccc1.C=CC#N
LUMO energy = 0.57 eV
Total charge = 0
Multiplicity = 1
Orbital gap = 0.36675 hartree
E_HOMO = -0.34595 hartree

```
26
Properties=species:S:1:pos:R:3:lowdin_charge:R:1
C -3.294 1.413 -0.580 -0.1003
S -2.368 0.182 0.391 0.6469
O -1.635 0.915 1.434 -0.3122
O -3.346 -0.819 0.765 -0.2782
O -1.378 -0.446 -0.685 -0.1482
C -0.207 -0.996 -0.274 -0.3312
C 0.126 -1.386 1.006 -0.0555
C 1.331 -2.053 1.324 -0.0902
C 2.199 -2.489 0.322 -0.1106
C 1.899 -2.127 -1.005 -0.0975
C 0.702 -1.453 -1.262 -0.0235
H -3.969 0.900 -1.376 0.1118
H -4.023 1.877 0.076 0.0733
H -2.696 2.001 -1.174 0.0010
H -0.607 -1.192 1.922 0.1539
H 1.473 -2.395 2.396 0.1234
H 3.173 -3.098 0.472 0.1294
H 2.677 -2.380 -1.796 0.1248
H 0.564 -1.093 -2.312 0.1299
C 1.611 1.755 1.056 0.0317
C 1.640 1.996 -0.221 -0.2154
C 0.582 2.423 -1.032 -0.2635
N -0.190 2.926 -1.691 0.1726
H 2.574 1.717 1.577 0.0810
H 0.553 1.838 1.525 0.1023
H 2.609 1.985 -0.857 0.1443
```

The energy of each structure relative to the most stable one, in kJ/mol, is as follows: run 1 428.4; run 2 0.0.

Run 1
Computed, not measured: a cluster of 12 separate species, BH26O11 in total, with ωB97M-V with the def2-TZVPD basis set.

Output
LUMO energy = 2.65 eV
Total charge = -1
Multiplicity = 1
Orbital gap = 0.33818 hartree
E_HOMO = -0.24062 hartree

```
38
Properties=species:S:1:pos:R:3:lowdin_charge:R:1
B 0.902 0.223 -0.830 -0.3700
H 0.758 0.169 -2.023 -0.0379
H -0.146 -0.113 -0.320 -0.0259
H 1.817 -0.492 -0.524 -0.0560
H 1.101 1.414 -0.494 -0.0321
O -2.798 -0.594 1.312 -0.0338
H -3.646 -0.951 1.449 0.0249
H -2.178 -1.307 1.484 0.0052
O 2.791 2.117 1.835 -0.0291
H 2.684 3.061 1.884 0.0461
H 2.301 1.886 1.087 -0.0379
O 0.960 -2.995 -1.583 -0.0347
H 1.488 -2.234 -1.367 -0.0030
H 0.627 -2.959 -2.443 -0.0087
O 0.746 4.466 -0.750 -0.0441
H 1.526 3.965 -0.819 0.0070
H 0.543 4.299 0.199 0.0702
O -0.387 -1.690 2.305 -0.0139
H 0.238 -1.914 1.638 0.0330
H 0.117 -1.576 3.081 0.0337
O 3.135 -0.603 2.200 -0.0644
H 3.033 0.328 2.092 -0.0445
H 2.822 -0.852 1.319 0.0036
O -0.548 -1.685 -3.718 -0.0905
H -1.197 -0.972 -3.922 0.0634
H -0.042 -1.265 -3.005 -0.0230
O -3.093 -0.345 -1.388 -0.0670
H -3.832 0.235 -1.335 0.0060
H -2.750 -0.613 -0.527 -0.0233
O -1.580 -3.186 -0.422 -0.0721
H -1.440 -3.676 0.390 0.0210
H -0.753 -2.922 -0.880 0.0030
O -1.405 2.667 -1.290 -0.0676
H -0.960 1.891 -1.037 -0.0589
H -0.788 3.366 -1.005 -0.0116
O -0.217 1.289 2.396 -0.0144
H -0.182 0.465 1.933 -0.0235
H 0.339 1.106 3.082 -0.0292
```

Run 2
Computed, not measured: a cluster of 12 separate species, BH26O11 in total, with ωB97M-V with the def2-TZVPD basis set.

Output
LUMO energy = 2.26 eV
Total charge = -1
Multiplicity = 1
Orbital gap = 0.33664 hartree
E_HOMO = -0.25361 hartree

```
38
Properties=species:S:1:pos:R:3:lowdin_charge:R:1
B 10.230 6.407 -9.589 -0.3996
H 9.212 5.737 -9.354 -0.0240
H 10.413 6.484 -10.826 -0.0264
H 10.180 7.538 -9.079 -0.0451
H 11.222 5.814 -9.080 -0.0338
O 6.839 8.372 -9.088 -0.0544
H 7.560 8.980 -9.309 0.0339
H 7.064 8.026 -8.234 0.0222
O 10.722 3.354 -7.311 -0.0541
H 10.189 2.627 -7.659 0.0344
H 10.266 4.102 -7.653 -0.0160
O 13.933 5.596 -7.203 -0.0632
H 13.499 5.246 -7.978 -0.0221
H 13.728 6.540 -7.254 0.0270
O 11.502 7.046 -5.743 -0.0697
H 11.740 7.208 -6.699 0.0358
H 11.702 6.135 -5.624 0.0031
O 12.019 3.952 -12.213 -0.0622
H 11.324 4.625 -12.203 0.0533
H 12.502 4.103 -13.047 0.0787
O 7.518 6.683 -11.539 -0.0727
H 8.136 6.490 -10.828 -0.0497
H 7.541 5.877 -12.030 0.0069
O 13.515 4.041 -9.764 -0.0543
H 13.459 3.147 -9.451 0.0377
H 12.970 3.932 -10.556 -0.0113
O 11.606 9.357 -10.901 -0.0776
H 11.103 8.747 -10.340 -0.0372
H 12.018 8.702 -11.444 -0.0282
O 13.409 7.368 -11.499 0.0017
H 12.835 6.746 -11.100 -0.0016
H 14.231 6.985 -11.456 0.0043
O 10.738 10.219 -7.863 -0.0908
H 9.991 10.307 -8.492 0.0362
H 11.042 9.299 -8.040 0.0121
O 10.051 2.974 -10.301 -0.0440
H 10.626 2.903 -11.070 0.0056
H 10.396 3.692 -9.827 -0.0548
```

The energy of each structure relative to the most stable one, in kJ/mol, is as follows: run 1 16.3; run 2 0.0.